Formula: C6H12Cl12O4PV2
Source: OMol25
Level of theory: the ωB97M-V functional and the def2-TZVPD basis

```
37
Properties=species:S:1:pos:R:3:forces:R:3:mulliken_spin:R:1
V -0.25896 2.14550 2.65328 0.052 -0.503 -0.029 3.04
V 0.15818 -1.50115 3.05633 -0.697 0.127 0.059 3.03
P -0.09367 0.14055 1.41390 1.905 1.625 -1.780 -0.06
O -0.00029 1.51601 0.70367 -1.127 -1.617 0.214 -0.01
O 0.81587 0.41284 2.66273 8.274 0.729 1.389 0.00
O 0.22523 -1.27273 0.97633 -0.343 0.546 -0.148 -0.03
O -1.09148 0.15369 2.57387 -8.462 -0.931 -0.146 0.00
C 0.20229 -3.84850 -0.49653 0.940 -0.555 0.450 0.01
Cl 0.07989 -5.35155 0.50455 -0.164 0.299 -0.393 0.00
Cl 0.65829 -4.15330 -2.20137 -0.614 0.025 0.794 0.00
H -0.72212 -3.29543 -0.33013 0.189 -0.121 -0.668 0.00
H 1.05723 -3.34993 -0.03980 -0.325 0.192 -0.324 0.00
C 1.29336 3.29513 -1.80014 -0.253 -0.986 -0.984 0.00
Cl 0.73551 4.58867 -0.76737 -0.049 0.290 0.285 0.00
Cl 0.31531 3.14087 -3.30571 0.231 0.229 0.454 0.00
H 2.32569 3.44130 -2.11800 -0.197 0.145 0.264 0.00
H 1.14493 2.34435 -1.28819 0.237 0.337 0.112 0.00
C 3.97158 0.57309 1.59496 0.179 -0.041 0.814 0.00
Cl 5.68086 0.22292 1.56164 0.593 -0.506 -0.003 0.00
Cl 3.61335 1.77843 0.39039 -0.604 0.441 -0.470 0.00
H 3.38487 -0.33088 1.43149 0.134 0.196 -0.096 0.01
H 3.79400 0.99570 2.58388 -0.330 -0.108 -0.239 0.00
C 0.89174 -0.62553 -2.46452 0.779 -0.283 0.452 0.00
Cl 2.20727 -0.64140 -3.71904 -0.979 0.032 0.892 0.00
Cl -0.71114 -0.35916 -3.06703 -0.624 0.172 -0.514 0.00
H 0.83985 -1.58342 -1.94698 0.504 0.087 -0.380 0.00
H 1.08639 0.14514 -1.71869 0.340 0.072 -0.348 0.00
C -3.66084 -1.81433 1.90620 0.093 0.833 -0.833 0.00
Cl -2.32655 -3.04715 1.82493 -0.495 0.397 0.823 0.01
Cl -3.95953 -1.24642 0.22430 -0.019 -0.377 0.807 0.00
H -4.58584 -2.17329 2.35745 0.328 -0.615 -0.345 0.00
H -3.33995 -0.93891 2.47080 0.384 -0.298 -0.128 0.00
C -2.58840 2.16639 -1.10541 -0.336 -0.726 -0.782 0.00
Cl -3.69603 2.20056 0.29977 0.386 0.356 -0.151 0.00
Cl -3.48994 1.91784 -2.66043 0.434 0.325 0.939 0.00
H -1.99053 3.07578 -1.16592 -0.314 -0.096 0.038 0.00
H -1.96633 1.27814 -0.99527 -0.051 0.305 -0.022 0.00
```
Positions in Å, forces in eV/Å.

charge: +1
spin multiplicity: 7
frontier orbital gap (alpha / beta): 7.429 / 7.354 eV
HOMO level (alpha / beta): -12.7 / -12.7 eV
total energy: -225532.780 eV

---

Formula: C6H12Cl6CoI2
Source: OMol25
Level of theory: the ωB97M-V functional and the def2-TZVPD basis

```
27
Properties=species:S:1:pos:R:3:forces:R:3:mulliken_spin:R:1
Co -0.09559 1.30383 1.10864 0.097 0.736 -0.249 2.80
I -1.17221 0.54157 3.23253 0.168 -0.090 -0.050 0.08
I 0.79738 3.58651 0.14814 -0.291 -0.680 0.353 0.07
Cl -3.06525 -0.96273 0.13416 -0.531 0.197 0.266 0.00
C -4.53110 0.04823 -0.06943 0.645 2.235 0.351 0.00
C -4.56912 1.36702 0.84422 1.423 -0.653 -3.932 0.00
Cl -3.13962 2.38724 0.37153 -0.066 -0.019 0.160 0.01
H -5.40920 -0.49927 0.14486 -0.739 -0.939 0.262 0.00
H -4.52625 0.32608 -1.13291 -0.122 0.106 0.481 0.00
H -4.47305 1.20738 1.85123 0.101 -0.676 2.415 0.00
H -5.38560 2.02301 0.59277 -0.583 -0.269 -0.020 0.00
Cl 0.50094 -1.75963 -1.08134 -0.065 -0.013 0.064 0.00
C 0.93028 -0.78107 -2.50881 0.657 -0.374 -0.644 0.00
C 0.72842 0.68471 -2.29241 -0.703 0.743 -0.817 0.00
Cl -1.05897 1.02319 -2.05064 0.998 0.022 0.031 0.01
H 0.38555 -1.19446 -3.39277 0.381 0.480 0.839 0.00
H 2.01577 -0.89406 -2.66209 -0.372 -0.281 -0.034 0.00
H 1.07464 1.23444 -3.20799 -0.496 -0.408 0.838 0.00
H 1.26280 1.09954 -1.42748 -0.230 -0.260 -0.312 0.01
Cl 2.50903 0.47287 1.03864 0.036 -0.056 -0.122 0.02
C 3.28275 -0.93658 1.88134 0.315 0.094 -0.795 0.00
C 4.13977 -1.78046 0.92669 0.294 0.776 0.808 0.00
Cl 5.07042 -2.85672 2.02561 -0.039 -0.039 -0.351 0.00
H 2.49404 -1.56992 2.24528 -0.310 0.032 0.449 0.00
H 3.87304 -0.47542 2.66539 -0.052 -0.199 0.083 0.00
H 4.84943 -1.21716 0.31133 -0.209 -0.016 0.333 0.00
H 3.51168 -2.37814 0.30349 -0.306 -0.447 -0.407 0.00
```
Positions in Å, forces in eV/Å.

charge: 0
spin multiplicity: 4
frontier orbital gap (alpha / beta): 9.051 / 7.575 eV
HOMO level (alpha / beta): -8.9 / -8.8 eV
energy relative to the best compared isomer or geometry (same formula, charge and spin): 0.159 eV
total energy: -135381.201 eV

---

Formula: C6H12ClF2N2O2
Source: OMol25
Level of theory: the ωB97M-V functional and the def2-TZVPD basis

```
25
Properties=species:S:1:pos:R:3:forces:R:3:nbo_charge:R:1
C 1.02784 -0.04495 -1.14176 0.363 -1.089 0.441 0.79
C -1.85593 -0.21763 0.73758 0.628 0.119 -0.506 -0.40
C -0.70743 0.84293 0.51473 -1.398 -0.806 1.498 -0.44
C -2.73654 -0.27132 -0.51051 -1.649 -2.810 1.235 -0.23
C 0.62389 0.24578 0.36727 3.231 -2.998 -1.296 -0.17
C 2.70120 0.83189 1.58010 -2.240 0.245 -0.470 0.73
N -2.14285 -1.33993 -1.32177 -1.268 -0.119 -1.891 -0.72
N 1.69757 1.13465 0.81006 0.993 -0.977 1.875 -0.48
O 2.20914 -0.00811 -1.44457 -0.242 0.499 -0.284 -0.70
O 0.09620 -0.44106 -1.87331 -1.063 0.188 -0.679 -0.74
F 4.05133 -0.11974 0.04719 1.210 -1.047 -1.309 -0.60
F 2.70303 -0.31310 2.13526 0.330 -0.593 0.450 -0.23
Cl 3.73487 1.98115 2.14111 0.821 0.289 0.048 0.21
H -2.53420 -0.00329 1.57450 0.752 -0.007 0.070 0.25
H -1.36000 -1.25998 0.84446 -1.020 1.691 0.318 0.20
H -0.55174 1.43042 1.39590 -0.850 0.795 0.605 0.23
H -0.98816 1.45500 -0.33031 0.249 0.351 -0.109 0.24
H -2.83759 0.52018 -1.17097 0.418 2.233 -0.700 0.22
H -3.79633 -0.54238 -0.31264 0.659 0.024 0.400 0.22
H 0.88264 -0.79124 0.91224 -1.205 2.308 -1.034 0.25
H -1.17084 -0.82659 -1.62550 0.682 -1.054 -0.095 0.47
H -2.75002 -1.62193 -2.12154 0.741 0.462 0.528 0.42
H -2.02925 -2.16937 -0.76696 0.380 -0.417 0.152 0.41
H 1.80708 2.01769 0.40699 -0.185 1.651 -0.996 0.44
H 3.92611 -0.48906 -0.84759 -0.335 1.061 1.750 0.62
```
Positions in Å, forces in eV/Å.

charge: +1
spin multiplicity: 1
frontier orbital gap: 9.401 eV
HOMO level: -13.0 eV
energy relative to the best compared isomer or geometry (same formula, charge and spin): 2.419 eV
total energy: -31441.451 eV

---

Formula: C6H12ClN
Source: OMol25
Level of theory: the ωB97M-V functional and the def2-TZVPD basis

```
20
Properties=species:S:1:pos:R:3:forces:R:3:nbo_charge:R:1
C 1.69273 -1.57683 0.61936 -0.963 -0.339 1.121 -0.61
C 0.87282 -0.74793 -0.28895 -0.631 0.435 -0.218 -0.02
N 1.27133 0.64870 -0.41209 0.681 -0.642 0.803 -0.64
C -0.08871 1.07412 -0.42961 -2.145 2.133 0.808 -0.02
C -0.39779 2.34508 0.47211 0.215 -1.876 -1.278 -0.61
C -0.55647 -0.27866 0.13621 0.754 -0.896 -0.397 -0.26
C -1.73080 -1.05454 -0.46183 0.171 0.475 0.401 -0.34
Cl -3.26797 -0.30066 0.14429 0.170 -0.187 -0.333 -0.09
H 2.71993 -1.53603 0.32588 0.696 -0.508 -0.342 0.22
H 1.66150 -1.17692 1.65100 -0.136 -0.206 -0.425 0.21
H 1.22176 -2.57447 0.59245 0.791 0.021 0.255 0.21
H 0.77260 -1.20913 -1.26162 0.146 -0.438 -0.577 0.16
H 1.91685 0.84941 -1.14155 0.173 0.470 -0.685 0.37
H -0.55674 1.25094 -1.42151 0.373 -0.092 0.163 0.17
H 0.21187 3.14854 0.04493 -0.333 0.179 0.505 0.21
H -1.47390 2.49359 0.36243 0.104 0.512 0.152 0.21
H -0.16356 2.09729 1.51796 0.133 0.348 -0.391 0.21
H -0.59932 -0.28859 1.22619 -0.276 0.180 -0.006 0.21
H -1.74914 -2.08942 -0.11529 0.057 0.136 0.061 0.22
H -1.75700 -1.07450 -1.56037 0.022 0.296 0.380 0.21
```
Positions in Å, forces in eV/Å.

charge: 0
spin multiplicity: 1
frontier orbital gap: 9.945 eV
HOMO level: -9.0 eV
energy relative to the best compared isomer or geometry (same formula, charge and spin): 1.135 eV
total energy: -20428.437 eV